{
  "formula": "C32H54FNO13",
  "method": "the ωB97M-V functional and the def2-TZVPD basis",
  "symbols": ["H", "H", "H", "C", "H", "C", "H", "O", "C", "C", "H", "C", "O", "H", "H", "C", "O", "O", "O", "F", "H", "H", "C", "C", "C", "H", "H", "C", "H", "C", "O", "H", "O", "C", "H", "H", "H", "H", "H", "H", "H", "H", "H", "O", "C", "C", "O", "C", "H", "H", "C", "H", "H", "H", "C", "O", "C", "H", "C", "C", "C", "H", "O", "N", "C", "H", "H", "H", "H", "H", "H", "H", "C", "H", "H", "H", "H", "O", "H", "H", "C", "C", "C", "H", "C", "H", "C", "C", "H", "C", "H", "H", "O", "H", "H", "H", "H", "H", "C", "H", "C"],
  "positions_angstrom": [[-1.1342, 2.3411, -1.4905], [2.4711, -4.7403, -5.7977], [2.4766, -3.8818, -1.6269], [2.6223, 1.3370, -1.3259], [-2.6374, -7.5316, 0.2457], [-2.0571, -0.9749, -5.6813], [-2.0691, 6.4621, -2.0414], [1.3876, -0.3282, 0.7787], [-0.8820, 3.1846, -2.1370], [-1.6573, 4.3976, -1.6977], [2.6716, -6.0675, 1.4995], [-2.5183, -1.7160, -6.9084], [-4.8899, 7.9538, -0.6533], [2.3779, 0.3443, -0.9497], [-3.9157, -6.3268, 0.5018], [1.6468, -0.0492, 4.4025], [4.0905, 0.1328, -2.7585], [1.5370, -3.8476, 1.3040], [2.9782, 2.9607, 2.8018], [0.6928, -1.0087, 4.7862], [-0.6881, -4.1010, -5.9905], [-1.1443, 2.9278, -3.1659], [-0.4867, -5.7244, 0.7157], [3.0343, -5.5583, 0.6035], [-4.6690, 5.9060, 0.5343], [-5.1370, 5.7807, 1.5137], [2.1566, -2.4295, -0.6576], [0.3930, -0.2285, 1.5422], [3.0187, 1.9353, -0.5028], [-2.8871, -6.4716, 0.1634], [3.7875, 1.0071, 3.9723], [-1.2888, -1.2894, 2.5708], [-2.3821, -4.9725, 1.9395], [3.1081, 0.2454, 5.0021], [-1.1514, -1.4460, -5.2926], [4.5884, 3.1405, -2.3222], [-2.8110, -6.1444, -0.8758], [4.1138, -5.4198, 0.6925], [3.3666, 0.1815, 8.9095], [-1.9057, 3.4783, 1.5453], [-1.8299, 0.0622, -5.9370], [2.7884, -3.5746, -4.4971], [0.1893, 3.3794, -2.0560], [-2.4264, 4.3495, -0.7533], [3.0595, 2.9262, 9.6019], [4.1250, 2.4909, -3.0678], [0.6294, 2.6515, 0.9266], [2.0458, -3.9153, -5.2222], [-4.6098, -1.2650, -6.9090], [-6.9514, 5.7230, -1.1582], [2.7232, -3.3623, -0.6982], [2.8020, -6.1745, -0.2678], [1.7136, 1.7944, -1.7229], [4.1056, 3.2317, 9.6733], [-1.9583, -5.6580, 1.0261], [2.0705, 1.6042, 11.3128], [-3.7612, -1.2151, -7.5945], [0.0605, -5.0894, 1.4169], [0.8134, -4.3809, -4.4935], [-0.3316, -4.8911, -5.3255], [3.6535, 1.2172, -2.4160], [3.7893, -3.1258, -0.6674], [3.6218, -0.0994, 6.0769], [0.2709, 0.8722, 2.5525], [-1.3087, 3.0230, 2.4033], [-1.9896, 2.2613, 2.9339], [-7.2897, 7.4655, -1.1566], [-4.6508, 4.9556, -0.0013], [1.7944, -3.0830, -5.8832], [-0.3048, -5.3634, -0.2997], [-0.4070, -2.3443, 1.3315], [3.3675, -0.4053, 10.5847], [1.5130, 0.9061, 3.3511], [-3.9742, -1.8439, -8.4617], [2.4346, 3.7158, 10.0251], [3.2827, 2.9996, -3.5419], [4.6936, 0.6338, 10.0263], [-1.9097, -2.6830, -7.3295], [-0.0116, -5.7595, -5.9055], [-7.4371, 6.5491, 0.3564], [-5.4256, 6.9308, -0.2671], [-0.0288, 2.1732, 1.8957], [-0.8232, -1.2979, 1.5277], [-0.9606, 3.7915, 3.1764], [2.8439, 1.6515, 10.3743], [-0.4000, 5.9779, -2.4036], [-1.4465, 5.6727, -2.4692], [-6.8717, 6.6420, -0.5734], [-1.5717, -0.9406, 0.7368], [2.8092, 1.8307, 3.2795], [-3.6097, -0.1886, -7.9350], [2.7786, 2.7795, 8.5567], [0.7465, -4.3454, -3.2768], [-1.1508, -5.1916, -4.6681], [4.8663, 2.2527, -3.8340], [-0.1310, -6.7522, 0.8228], [-2.8302, -1.0142, -4.9109], [-3.6418, 6.2457, 0.6782], [3.6226, 0.4385, 9.9399], [-1.7337, 5.5274, -3.5129], [2.3550, -4.2205, 0.4800]],
  "orbital_gap_ha": 0.2932,
  "homo_energy_ev": -9.38,
  "e_lumo_ha": -0.0516,
  "smiles": "CC(=O)N(C(C)=O)C1=C(F)C(=O)OC1=O.CC(C)=O.CC(C)=O.CC(C)=O.CC(C)=O.CC(C)=O.CC(C)=O.CC(C)=O.CC(C)=O",
  "total_charge": 0
}

{
  "formula": "C32H54O27",
  "method": "the ωB97M-V functional and the def2-TZVPD basis",
  "symbols": ["H", "C", "H", "H", "C", "O", "O", "O", "O", "H", "C", "O", "H", "C", "C", "H", "C", "H", "H", "H", "C", "C", "C", "O", "H", "H", "H", "O", "H", "O", "O", "C", "C", "H", "H", "H", "H", "H", "O", "O", "H", "O", "H", "C", "O", "H", "H", "C", "H", "C", "C", "C", "H", "H", "C", "H", "C", "H", "O", "H", "C", "H", "C", "H", "C", "H", "C", "C", "H", "H", "H", "H", "O", "O", "H", "H", "H", "C", "H", "O", "H", "H", "C", "H", "H", "O", "O", "O", "C", "O", "O", "H", "C", "H", "O", "C", "H", "H", "H", "H", "H", "C", "C", "C", "H", "H", "O", "H", "O", "H", "C", "O", "O"],
  "positions_angstrom": [[2.1399, -0.0259, -1.8379], [4.7352, 0.1720, -4.8758], [-0.9003, -4.3619, -2.8531], [0.6705, -0.0305, 2.3065], [0.4775, 1.2405, 0.1782], [-0.9981, -1.2229, -5.4569], [-1.4607, -2.3655, 4.9207], [1.4798, 1.8271, 0.4837], [-1.0473, -0.4770, -3.3692], [-2.6339, -2.9128, 6.4522], [0.8743, 2.7033, 5.2488], [-0.0711, 2.4247, 6.1834], [6.6059, -0.3885, -5.7631], [0.8010, 5.8598, 6.7712], [3.2599, 0.4871, -5.1353], [0.5660, 6.1756, 7.7894], [-1.5692, -2.7905, 6.2787], [-0.7319, 2.7620, -4.1115], [-1.1763, -6.6914, -2.0574], [0.5705, 1.6081, -3.8233], [-0.8543, -4.4955, -1.7736], [-3.1042, -1.5326, -1.2529], [-1.3190, -5.8919, -1.3346], [-5.4705, 4.0207, 1.9269], [-7.0488, 2.6664, 2.1098], [2.9539, 1.4439, -4.7192], [-1.0231, -3.7204, 6.4078], [3.1081, -2.2929, -3.1428], [-2.2769, -0.6381, 1.2453], [-0.9522, -2.6839, -3.7502], [-5.3127, 2.4075, 0.3532], [-0.4835, 1.8046, -3.6375], [-1.0204, -1.5712, -4.1497], [1.6702, -1.0505, 3.3360], [-5.7282, 2.4645, 3.2747], [-2.0614, -1.6676, -1.5215], [-6.8947, 3.8211, 3.3796], [-1.7733, 0.4864, -6.3312], [-5.8099, -0.2559, -2.8826], [5.5452, -2.5145, -1.2122], [5.7944, 0.9726, 0.3087], [-0.3726, -1.5044, 3.2819], [7.3072, -3.5621, -0.7657], [-0.3028, -1.8171, 4.5736], [4.7972, -0.7515, -0.2679], [2.3625, -0.4810, -0.2412], [1.2951, -4.4410, -1.7039], [-3.3428, -0.5266, 1.0345], [-2.4186, 0.8820, -4.0556], [-4.9478, -0.5647, -2.1248], [5.8600, -1.5453, -0.3552], [-0.1817, 3.5036, 7.0983], [0.5196, -2.9681, -1.3366], [1.0376, -1.6945, 1.8028], [0.4405, -4.0429, -1.1542], [5.1592, -0.9665, -6.6465], [-2.9869, -4.4383, -0.8930], [5.6020, 0.7167, -6.7536], [4.7121, -0.9186, -3.9534], [-1.4371, 3.4249, 1.0209], [-1.0432, 0.1910, -5.5779], [-3.4135, -2.4327, -0.7166], [1.5829, -0.4797, -1.0115], [-3.4191, 2.9430, -1.1156], [3.4409, -1.3366, -3.7551], [1.4198, -1.5205, -1.2577], [1.0473, 4.3770, 6.7950], [-4.9936, 3.4717, 0.8050], [-4.2621, 4.3775, -1.7579], [-0.0200, 6.1256, 6.1038], [5.9884, -4.4766, -1.4944], [1.8422, 4.1217, 7.4998], [-4.0171, -3.9954, -0.5068], [-1.9105, -3.6769, -1.1886], [-0.0846, 3.1447, 8.1245], [-0.0935, 0.5778, -5.9679], [-2.6247, 4.5251, -1.0584], [-3.4515, -0.2844, -0.4535], [3.9939, 0.9617, 0.4952], [-4.0968, 4.3207, 0.3050], [-0.7950, -6.1820, -0.4195], [-2.1565, 2.0459, 1.8485], [0.8243, -1.0482, 2.6535], [-2.9189, 0.6321, -0.7141], [1.6698, 6.4221, 6.4306], [1.1070, 2.0122, 4.3153], [-0.7759, 1.5370, 0.4471], [6.9093, -1.3998, 0.2206], [-1.3481, 0.6993, -4.1674], [0.6283, -1.6289, 5.3131], [2.5627, -0.5667, -4.4431], [-1.1475, 4.0009, 7.0101], [4.9128, 0.3921, 0.5796], [6.9251, -3.3325, -2.4772], [-4.8198, -0.1256, -0.8588], [-6.3049, 3.1972, 2.7117], [0.4717, -4.1541, -0.0737], [-3.7650, -1.4867, 1.3421], [-0.6808, 1.9689, -2.5785], [2.9866, 0.4062, -6.1875], [-3.8898, 0.2456, 1.5733], [-1.2295, 2.4404, 1.4381], [-3.5813, 4.0132, -0.9909], [5.5975, -0.1402, -6.0784], [-1.2038, -2.0058, 6.9396], [5.1898, 1.0408, -4.3871], [-3.9051, -1.3733, -2.4378], [5.0442, 0.0803, 1.6180], [0.4194, 0.1631, -0.5965], [-0.5114, 2.5244, 2.2561], [6.4956, -3.5137, -1.4905], [-2.7193, -5.7408, -1.1043], [1.4903, 3.8713, 5.5177]],
  "orbital_gap_ha": 0.3558,
  "homo_energy_ev": -9.40,
  "e_lumo_ha": 0.0103,
  "smiles": "C[C@H]1COC(=O)O1.C[C@H]1COC(=O)O1.C[C@H]1COC(=O)O1.C[C@H]1COC(=O)O1.C[C@H]1COC(=O)O1.COC(=O)OC.COC(=O)OC.COC(=O)OC.COC(=O)OC",
  "total_charge": 0,
  "relative_energy_ev": 0.000
}